The following is a DFT calculation (wB97M-V/def2-TZVPD) of an isolated molecule of C3H4ClN3 in a non-equilibrium geometry.

## Properties
* charge: 0
* strongest force on any atom: 0.038 hartree/bohr
* energy above the lowest of the compared OMol25 structures with the same formula, charge and spin: 43.9 kJ/mol
* total energy: -741.1641 Ha
* gap between HOMO and LUMO: 9.7 eV

Geometry as XYZ:
```
11
C3H4ClN3, DFT wB97M-V/def2-TZVPD
N -1.23 1.13 0.00
C -1.53 -0.17 0.03
C 0.67 0.00 0.07
C -0.31 -0.94 -0.01
N 0.12 1.21 0.02
H -0.17 -1.99 -0.11
H -3.43 0.24 -0.03
H 0.64 2.09 -0.04
N -2.85 -0.59 -0.12
Cl 2.40 -0.27 -0.01
H -3.10 -1.28 0.64
```

The following is a DFT calculation (wB97M-V/def2-TZVPD) of an isolated molecule of C3H4ClN3 in a non-equilibrium geometry.

## Properties
* charge: 0
* strongest force on any atom: 0.066 hartree/bohr
* energy above the lowest of the compared OMol25 structures with the same formula, charge and spin: 445.8 kJ/mol
* total energy: -741.0110 Ha
* gap between HOMO and LUMO (alpha / beta): 8.1 / 8.1 eV

Geometry as XYZ:
```
11
C3H4ClN3, DFT wB97M-V/def2-TZVPD
H 0.67 1.10 0.68
H 0.57 -1.15 -1.37
C -1.27 0.77 0.16
N -0.68 -1.88 0.13
N -2.29 0.06 -0.37
N -1.82 -1.88 0.20
Cl -3.95 0.21 -0.01
C 0.43 -1.01 -0.23
C 0.05 0.37 0.09
H 1.30 -1.30 0.28
H -1.34 1.82 0.45
```

The following is a DFT calculation (wB97M-V/def2-TZVPD) of an isolated molecule of C3H4ClN3O in a non-equilibrium geometry.

## Properties
* charge: 0
* strongest force on any atom: 0.027 hartree/bohr
* energy above the lowest of the compared OMol25 structures with the same formula, charge and spin: 201.6 kJ/mol
* total energy: -816.3625 Ha
* gap between HOMO and LUMO: 8.8 eV

Geometry as XYZ:
```
12
C3H4ClN3O, DFT wB97M-V/def2-TZVPD
C 1.04 -1.52 -0.16
N -0.10 1.68 0.64
C 1.29 -0.31 0.35
H -2.30 0.79 -0.71
Cl 1.99 -2.95 -0.24
H -0.89 1.60 1.29
C -0.80 -0.39 -0.51
H 2.17 0.09 0.85
N 0.14 0.41 0.09
H -0.34 2.38 -0.06
N -2.00 -0.17 -0.85
O -0.20 -1.61 -0.70
```

The following is a DFT calculation (wB97M-V/def2-TZVPD) of an isolated molecule of C3H4ClN3O in a non-equilibrium geometry.

## Properties
* charge: 0
* strongest force on any atom: 0.115 hartree/bohr
* energy above the lowest of the compared OMol25 structures with the same formula, charge and spin: 360.4 kJ/mol
* total energy: -816.3020 Ha
* gap between HOMO and LUMO: 9.0 eV

Geometry as XYZ:
```
12
C3H4ClN3O, DFT wB97M-V/def2-TZVPD
C -1.00 0.82 -0.04
H 1.67 0.87 1.13
N 1.10 -1.90 0.00
H -1.29 1.93 -0.23
C -1.69 -0.28 0.17
Cl -3.56 -0.29 -0.06
H 1.62 1.84 -0.29
N 0.26 0.32 -0.32
H 2.16 -1.72 -0.09
O -1.05 -1.38 -0.01
C 0.26 -1.00 -0.28
N 1.52 0.81 0.02
```

The following is a DFT calculation (wB97M-V/def2-TZVPD) of an isolated molecule of C3H4ClN3S in a non-equilibrium geometry.

## Properties
* charge: 0
* strongest force on any atom: 0.109 hartree/bohr
* energy above the lowest of the compared OMol25 structures with the same formula, charge and spin: 233.3 kJ/mol
* total energy: -1139.2885 Ha
* gap between HOMO and LUMO: 8.8 eV

Geometry as XYZ:
```
12
C3H4ClN3S, DFT wB97M-V/def2-TZVPD
N -3.24 -0.20 -0.13
H -3.52 0.77 -0.35
C -1.84 -0.05 0.23
C 0.22 -0.66 0.20
N -1.07 1.09 -0.20
N -1.10 -1.12 0.39
Cl 1.38 1.82 0.06
H 2.50 -2.07 1.08
H -3.23 -0.77 -1.16
S 1.79 -1.57 -0.26
H -1.24 -2.05 0.67
C 0.15 0.69 -0.02
```

The following is a DFT calculation (wB97M-V/def2-TZVPD) of a 2-piece molecular cluster, C3H4ClNO overall in a non-equilibrium geometry.

## Properties
* charge: 0
* strongest force on any atom: 0.080 hartree/bohr
* energy above the lowest of the compared OMol25 structures with the same formula, charge and spin: 281.6 kJ/mol
* total energy: -706.7945 Ha
* gap between HOMO and LUMO: 10.0 eV

Geometry as XYZ:
```
10
C3H4ClNO, DFT wB97M-V/def2-TZVPD
O 1.49 -0.91 -1.00
C -1.74 1.48 -1.07
H 1.53 -1.97 1.92
N -0.96 0.64 -0.63
C 1.78 -1.03 1.46
Cl -1.59 -0.92 -0.32
H -1.26 2.39 -1.15
H 1.94 -0.10 1.99
C 1.66 -0.92 0.16
H -2.84 1.34 -1.36
```

The following is a DFT calculation (wB97M-V/def2-TZVPD) of an isolated molecule of C3H4ClNO in a non-equilibrium geometry.

## Properties
* charge: 0
* strongest force on any atom: 0.049 hartree/bohr
* energy above the lowest of the compared OMol25 structures with the same formula, charge and spin: 59.5 kJ/mol
* total energy: -706.8790 Ha
* gap between HOMO and LUMO: 9.9 eV

Geometry as XYZ:
```
10
C3H4ClNO, DFT wB97M-V/def2-TZVPD
H 0.14 1.94 0.55
N -0.71 0.26 -0.44
C 1.52 0.34 0.41
H 2.30 0.93 0.89
C 0.33 0.90 0.24
C -1.27 -1.01 -0.17
O -0.85 -1.75 0.67
H -1.36 0.72 -1.09
H -2.16 -1.16 -0.82
Cl 2.05 -1.16 -0.24
```

The following is a DFT calculation (wB97M-V/def2-TZVPD) of an isolated molecule of C3H4ClNO2 in a non-equilibrium geometry.

## Properties
* charge: 0
* strongest force on any atom: 0.090 hartree/bohr
* energy above the lowest of the compared OMol25 structures with the same formula, charge and spin: 143.8 kJ/mol
* total energy: -782.1003 Ha
* gap between HOMO and LUMO: 10.9 eV

Geometry as XYZ:
```
11
C3H4ClNO2, DFT wB97M-V/def2-TZVPD
O 0.47 -1.35 -0.35
H -1.21 2.20 1.46
O 0.79 0.69 0.66
H 1.84 0.07 -0.99
H -1.55 -1.45 -0.10
H 2.20 -0.79 0.55
C -0.78 -0.80 -0.48
N -1.46 1.38 0.92
Cl -1.19 -0.29 -2.13
C 1.41 -0.35 -0.06
C -0.53 0.67 0.52
```